13
Properties=species:S:1:pos:R:3:forces:R:3 method="wB97M-V/def2-TZVPD" homo_lumo_gap_ev="9.86 / 4.76" relative_energy_kj_mol=71.8 spin_multiplicity=2 total_charge=0 homo_energy_ev="-9.351 / -9.340"
C -1.89815 -0.57636 -0.58860 -0.056 -0.120 0.190
N -0.68555 -0.28593 -0.07606 0.492 0.297 0.138
C -0.45995 -0.34219 1.36259 -0.024 -0.195 -0.276
O -2.85631 -0.94812 0.06329 -0.018 0.054 -0.055
H -1.95233 -0.46651 -1.67700 0.086 0.055 -0.208
H 0.08014 0.05173 -0.68633 -1.105 -0.435 0.312
H -1.30820 -0.85798 1.81249 0.110 0.078 0.014
H -0.37367 0.65653 1.79643 -0.015 -0.041 0.018
H 0.45322 -0.90820 1.56301 -0.055 0.064 0.107
O 1.36415 0.61515 -1.69738 0.819 0.285 0.652
C 2.24720 0.91788 -0.90244 -1.172 -0.348 -2.555
O 2.19010 0.88078 0.36461 0.389 0.121 1.000
H 3.19935 1.26322 -1.33461 0.548 0.186 0.663



12
Properties=species:S:1:pos:R:3:forces:R:3 method="wB97M-V/def2-TZVPD" homo_lumo_gap_ev="6.65 / 6.97" relative_energy_kj_mol=323.4 total_charge=0 homo_energy_ev="-8.455 / -8.638"
C 0.97665 -0.49334 -0.14295 -2.728 1.196 0.790
C -0.42107 -0.37536 -0.11852 -0.412 0.112 -0.337
C 1.88995 0.46152 0.23877 -1.435 1.860 1.070
C -1.18083 0.84439 -0.00813 3.723 -0.853 -0.196
O 4.21515 1.52083 0.06461 1.016 1.345 0.496
O -1.64593 3.39223 -0.05490 0.802 -0.542 -0.098
S 3.48739 0.28206 -0.08542 -0.532 -1.143 -0.531
S -0.54269 2.38447 -0.11477 -1.717 0.285 0.189
H 1.29732 -1.35017 -0.55718 1.379 -3.181 -1.166
H -1.09533 -1.28203 -0.34039 1.490 1.370 0.342
H 1.40032 1.34716 0.75526 1.554 -0.848 -0.666
H -2.16828 0.61758 -0.05861 -3.138 0.399 0.108



12
Properties=species:S:1:pos:R:3:forces:R:3 method="wB97M-V/def2-TZVPD" homo_lumo_gap_ev=6.54 relative_energy_kj_mol=167.6 total_charge=-1 homo_energy_ev=-2.512
O -3.42867 1.05228 -2.24474 0.840 0.107 0.213
C -2.31205 0.62081 -2.00700 -1.365 -1.155 0.096
H -2.18919 -0.08183 -1.08862 0.546 1.225 -1.353
H -1.48761 0.75774 -2.75626 -0.176 -0.137 1.004
C 1.86226 -0.28791 1.52674 -0.312 1.879 0.021
C 0.51443 -0.39877 0.69453 -0.238 2.266 -0.823
S 0.71445 -0.26096 -1.17119 0.329 -0.308 0.898
H 2.47796 -1.24212 1.63081 -1.096 1.160 -0.147
H 1.55406 0.17392 2.53338 0.741 -1.043 -0.920
H 2.53470 0.52260 1.05050 -0.989 -1.382 0.555
H -0.29930 0.48485 0.91293 2.183 -2.074 0.214
H 0.05896 -1.34060 0.91893 -0.461 -0.538 0.243



13
Properties=species:S:1:pos:R:3:forces:R:3 method="wB97M-V/def2-TZVPD" homo_lumo_gap_ev=7.37 total_charge=0 homo_energy_ev=-8.239
C -0.66372 0.79041 0.48559 -1.053 -1.037 -0.946
C -0.13433 -1.42905 -0.62089 2.881 -2.165 -1.268
C 0.82649 1.22208 0.58797 -0.864 -1.896 1.766
N 1.34590 1.41545 -0.80600 0.038 0.649 0.082
N -1.01088 -0.45159 -0.14421 -0.953 3.605 2.471
O 1.97635 0.51410 -1.26760 0.015 0.126 0.592
S -1.86883 1.72791 1.12200 1.182 0.192 -0.105
I -2.92237 -1.03739 0.47591 0.392 -0.680 -0.666
H -0.75189 -2.32300 -0.90964 0.766 0.929 0.033
H 0.47154 -1.03567 -1.58777 -1.423 -1.165 2.324
H 0.62694 -1.84778 0.19454 -1.318 1.050 -1.638
H 1.26011 0.34573 1.18621 0.165 0.995 -1.147
H 0.84468 2.10880 1.28389 0.174 -0.604 -1.495



The following max |F| values (in eV/A) correspond, in order, to the records above: 2.83, 3.82, 3.02, 4.47.
The following DFT total energy values (in Eh) correspond, in order, to the records above: -398.30531, -1101.53805, -591.90445, -997.77870.